# 1
This record from the OMol25 dataset describes a structure of composition C34H26MoN7OS2 at a distorted geometry. The level of theory is ωB97M-V/def2-TZVPD.

DFT total energy = -2633.37667 Ha
Molar mass = 708.70 g/mol
HOMO level (alpha / beta) = -15.88 / -15.88 eV
HOMO-LUMO gap (alpha / beta) = 4.36 / 4.36 eV

Structure (ORCA input):
```
! wB97M-V def2-TZVPD RIJCOSX def2/J DEFGRID3
* xyz 3 1
Mo -0.96721 -0.00974 0.43192
C -0.58611 1.16986 4.65722
C -0.87291 -0.02814 5.32232
C -1.40201 -1.07264 4.59932
C -1.62351 -0.93334 3.21592
N -1.16951 0.18096 2.55382
C -0.71201 1.21646 3.28772
N -2.37311 -1.88214 2.62102
C -2.98221 -1.71634 1.49622
N -2.77131 -0.62224 0.66672
C -3.74891 -0.63344 -0.32718
N -3.89631 0.33186 -1.15678
C -3.22281 1.49986 -1.06608
C -3.79521 2.56436 -1.78568
C -3.26231 3.82726 -1.70328
C -2.17121 4.02296 -0.85138
C -1.62841 2.94646 -0.19328
N -2.09131 1.67776 -0.29848
C -4.53221 -1.84984 -0.19318
C -5.57281 -2.38104 -0.93728
C -6.10471 -3.60104 -0.51388
C -5.62831 -4.25944 0.61372
C -4.59171 -3.72724 1.37442
C -4.04641 -2.52794 0.95282
H -0.26471 2.04546 5.19922
H -0.71421 -0.12354 6.38642
H -1.70711 -2.00064 5.05712
H -0.44451 2.12406 2.75112
H -4.66221 2.34336 -2.38898
H -3.68401 4.64306 -2.26718
H -1.74401 5.00006 -0.70118
H -0.77531 3.09556 0.46202
H -5.95211 -1.87884 -1.81448
H -6.90461 -4.04704 -1.08508
H -6.06411 -5.20274 0.90292
H -4.21291 -4.23294 2.24662
C 3.31289 -0.48224 0.41972
C 1.91359 -0.97924 0.50582
N 0.91669 -0.19924 0.84942
N 0.74799 1.12666 0.72792
C 1.17649 1.62686 -0.50718
S 0.49229 0.76436 -1.81828
S 2.14729 3.00986 -0.48238
C 2.76879 3.29676 -2.19958
C 4.24559 3.05126 -2.16068
C 4.77509 1.84716 -2.62368
C 6.14619 1.65986 -2.65108
C 6.99019 2.65916 -2.17948
C 6.46909 3.85186 -1.69488
C 5.10049 4.04456 -1.67678
C 1.58559 -2.32364 0.11352
C 2.55179 -3.32984 -0.04608
C 2.25879 -4.51574 -0.68588
C 0.98739 -4.73214 -1.21628
C 0.00309 -3.77794 -1.06638
C 0.26139 -2.58984 -0.36998
O -0.69371 -1.70274 -0.18308
H 3.40729 0.52686 0.80952
H 3.67159 -0.51254 -0.61098
H 3.96409 -1.13894 0.99822
H 2.55359 4.34336 -2.41638
H 2.23629 2.63286 -2.87958
H 4.11159 1.08146 -2.99978
H 6.56549 0.74646 -3.04698
H 8.05659 2.50336 -2.18308
H 7.13269 4.62286 -1.33588
H 4.68959 4.96686 -1.29698
H 3.53509 -3.17594 0.36822
H 3.01769 -5.27484 -0.78098
H 0.77199 -5.65654 -1.72858
H -0.98821 -3.93044 -1.46638
*
```

Löwdin atomic charge list, values in e, 8 entries: 1.8941, 0.0034, 0.0192, 0.0506, -0.2845, -0.0215, -0.1005, 0.2108

***

# 2
This record from the OMol25 dataset describes a structure of composition C34H27IN4O3ReS. The level of theory is ωB97M-V/def2-TZVPD.

DFT total energy = -2530.21744 Ha
Molar mass = 884.79 g/mol
HOMO level (alpha / beta) = -12.72 / -13.14 eV
HOMO-LUMO gap (alpha / beta) = 4.79 / 6.28 eV

Structure (ORCA input):
```
! wB97M-V def2-TZVPD RIJCOSX def2/J DEFGRID3
* xyz 2 2
Re 0.75330 0.09006 -1.33813
C 5.16018 -0.05508 -2.87272
C 4.67369 -1.29476 -2.18334
N 5.53356 -2.23067 -1.86480
C 5.10895 -3.35982 -1.25820
C 3.80033 -3.61279 -0.95448
C 3.42369 -4.90808 -0.28204
O 2.41780 -5.58641 -1.03250
C 2.85217 -2.60559 -1.26059
C 1.44479 -2.89016 -1.17299
N 0.48503 -2.02006 -1.22569
C -0.84168 -2.54222 -1.39306
C -1.33725 -3.56907 -0.60342
C -2.60584 -4.07772 -0.83759
C -3.39105 -3.57111 -1.86287
C -2.91083 -2.54046 -2.66099
C -1.65022 -2.04159 -2.40189
I -0.85711 -0.48765 -3.57581
C 3.29673 -1.42416 -1.86216
O 2.48133 -0.42580 -2.17671
H 6.12013 -0.26094 -3.33940
H 5.30064 0.75490 -2.15193
H 4.44812 0.28669 -3.62207
H 5.87730 -4.08909 -1.03081
H 3.05360 -4.70973 0.72905
H 4.32095 -5.51751 -0.18466
H 2.61658 -6.52580 -1.06754
H 1.17302 -3.94353 -1.15120
H -0.72818 -3.96439 0.20125
H -2.98131 -4.87666 -0.21265
H -4.37922 -3.97117 -2.04509
H -3.51176 -2.13991 -3.46645
C 2.77606 -0.21672 2.50573
C 3.40834 1.01031 2.61404
C 3.24529 1.94915 1.60647
C 2.45710 1.64402 0.51536
N 1.85714 0.43979 0.41309
C 2.00964 -0.46554 1.38603
C 2.19612 2.58019 -0.60306
C 2.72293 3.85414 -0.67339
C 2.44035 4.64711 -1.77490
C 1.63076 4.14555 -2.77845
C 1.12095 2.87063 -2.63809
N 1.38914 2.10157 -1.57491
H 2.87139 -0.97186 3.27245
H 4.02029 1.23940 3.47610
H 3.73459 2.90929 1.67542
H 1.49607 -1.40669 1.24586
H 3.35243 4.23263 0.11842
H 2.85247 5.64523 -1.84479
H 1.39146 4.72561 -3.65840
H 0.47326 2.44353 -3.38848
C -7.92775 3.50346 5.36325
C -6.93132 2.65398 4.63627
O -6.39634 1.67481 5.04637
S -6.62012 3.36543 2.95524
C -5.24244 2.57629 2.25845
C -4.35136 1.70132 2.91903
C -3.26195 1.21894 2.24771
C -3.02390 1.56714 0.89171
C -3.94898 2.41572 0.22661
C -5.02296 2.91437 0.90015
C -1.89566 1.11320 0.23816
C -0.89119 0.67639 -0.35968
H -8.50674 2.87962 6.04002
H -8.58283 4.03854 4.67777
H -7.37631 4.23726 5.95555
H -4.52926 1.41177 3.93894
H -2.56551 0.55885 2.74810
H -3.79534 2.65344 -0.81739
H -5.72328 3.57239 0.40073
*
```

Löwdin atomic charge list, values in e, 8 entries: 1.2223, -0.0069, -0.2499, 0.1483, -0.0601, -0.1366, -0.1809, -0.0593

***

# 3
This record from the OMol25 dataset describes a structure of composition C34H27N2O3Sn. The level of theory is ωB97M-V/def2-TZVPD.

DFT total energy = -1861.52816 Ha
Molar mass = 630.31 g/mol
HOMO level = -4.91 eV
HOMO-LUMO gap = 7.54 eV

Structure (ORCA input):
```
! wB97M-V def2-TZVPD RIJCOSX def2/J DEFGRID3
* xyz -1 1
Sn 0.38036 -1.36868 2.28464
O -1.22074 -1.06758 0.86287
C -2.27317 -0.19414 0.87306
C -2.07680 0.97757 1.90084
C -0.90134 1.84959 1.59956
C -1.04312 3.20854 1.32651
C 0.08671 3.95288 1.03509
C 1.31230 3.31511 0.96317
C 1.38186 1.95406 1.25380
C 2.68178 1.21361 1.18897
C 2.66181 -0.10143 0.33582
O 2.05386 -1.14293 0.99622
C 4.15256 -0.46563 0.11108
C 4.68497 -1.57568 0.75744
C 6.01663 -1.92812 0.58909
C 6.84022 -1.17294 -0.23293
C 6.31670 -0.06660 -0.88628
C 4.98526 0.28334 -0.71593
C 2.02333 0.10858 -1.04465
C 1.95203 1.33429 -1.69605
C 1.36759 1.43980 -2.95254
C 0.85796 0.31728 -3.58364
C 0.93909 -0.91420 -2.94748
C 1.51043 -1.01406 -1.69076
N 0.29840 1.27232 1.60874
C -3.57029 -0.91320 1.32269
C -4.83225 -0.34750 1.15669
C -5.97102 -1.01687 1.58016
C -5.86823 -2.26465 2.17905
C -4.61519 -2.83490 2.34866
C -3.47794 -2.16382 1.92137
C -2.49828 0.33831 -0.55488
C -2.97198 1.60769 -0.86415
C -3.14814 1.99967 -2.18656
C -2.86138 1.12476 -3.22034
C -2.39502 -0.14921 -2.92234
C -2.21265 -0.53317 -1.60523
H -1.92197 0.47492 2.85976
H -2.99000 1.56917 1.96656
H -2.01653 3.67953 1.36469
H 0.01119 5.01966 0.86111
H 2.20676 3.86648 0.70156
H 2.95888 0.87501 2.19125
H 3.46313 1.88492 0.83036
H 4.02086 -2.16035 1.37846
H 6.40861 -2.80202 1.09572
H 7.87876 -1.44901 -0.37096
H 6.95037 0.51910 -1.54229
H 4.59393 1.14110 -1.25116
H 2.34446 2.23085 -1.23422
H 1.30174 2.40789 -3.43553
H 0.39024 0.40351 -4.55689
H 0.54531 -1.80141 -3.42922
H 1.55171 -1.96267 -1.17168
H -4.93698 0.61950 0.67852
H -6.94699 -0.56905 1.43164
H -6.75900 -2.79018 2.50158
H -4.52063 -3.81262 2.80563
H -2.49852 -2.61297 2.02681
H -3.21444 2.31528 -0.08197
H -3.50545 2.99916 -2.40712
H -2.98737 1.43706 -4.25022
H -2.16290 -0.84404 -3.72082
H -1.82518 -1.51107 -1.35410
O 0.37530 -5.86928 1.32172
C 0.36591 -4.72562 1.66482
N 0.35250 -3.59493 2.03426
*
```

Löwdin atomic charge list, values in e, 8 entries: 1.1738, -0.3697, -0.5031, -0.0721, -0.2564, -0.0305, -0.0599, -0.0386

***

What did the first record say?
This record from the OMol25 dataset describes a structure of composition C34H26MoN7OS2 at a distorted geometry. The level of theory is ωB97M-V/def2-TZVPD.

DFT total energy = -2633.37667 Ha
Molar mass = 708.70 g/mol
HOMO level (alpha / beta) = -15.88 / -15.88 eV
HOMO-LUMO gap (alpha / beta) = 4.36 / 4.36 eV

Structure (ORCA input):
```
! wB97M-V def2-TZVPD RIJCOSX def2/J DEFGRID3
* xyz 3 1
Mo -0.96721 -0.00974 0.43192
C -0.58611 1.16986 4.65722
C -0.87291 -0.02814 5.32232
C -1.40201 -1.07264 4.59932
C -1.62351 -0.93334 3.21592
N -1.16951 0.18096 2.55382
C -0.71201 1.21646 3.28772
N -2.37311 -1.88214 2.62102
C -2.98221 -1.71634 1.49622
N -2.77131 -0.62224 0.66672
C -3.74891 -0.63344 -0.32718
N -3.89631 0.33186 -1.15678
C -3.22281 1.49986 -1.06608
C -3.79521 2.56436 -1.78568
C -3.26231 3.82726 -1.70328
C -2.17121 4.02296 -0.85138
C -1.62841 2.94646 -0.19328
N -2.09131 1.67776 -0.29848
C -4.53221 -1.84984 -0.19318
C -5.57281 -2.38104 -0.93728
C -6.10471 -3.60104 -0.51388
C -5.62831 -4.25944 0.61372
C -4.59171 -3.72724 1.37442
C -4.04641 -2.52794 0.95282
H -0.26471 2.04546 5.19922
H -0.71421 -0.12354 6.38642
H -1.70711 -2.00064 5.05712
H -0.44451 2.12406 2.75112
H -4.66221 2.34336 -2.38898
H -3.68401 4.64306 -2.26718
H -1.74401 5.00006 -0.70118
H -0.77531 3.09556 0.46202
H -5.95211 -1.87884 -1.81448
H -6.90461 -4.04704 -1.08508
H -6.06411 -5.20274 0.90292
H -4.21291 -4.23294 2.24662
C 3.31289 -0.48224 0.41972
C 1.91359 -0.97924 0.50582
N 0.91669 -0.19924 0.84942
N 0.74799 1.12666 0.72792
C 1.17649 1.62686 -0.50718
S 0.49229 0.76436 -1.81828
S 2.14729 3.00986 -0.48238
C 2.76879 3.29676 -2.19958
C 4.24559 3.05126 -2.16068
C 4.77509 1.84716 -2.62368
C 6.14619 1.65986 -2.65108
C 6.99019 2.65916 -2.17948
C 6.46909 3.85186 -1.69488
C 5.10049 4.04456 -1.67678
C 1.58559 -2.32364 0.11352
C 2.55179 -3.32984 -0.04608
C 2.25879 -4.51574 -0.68588
C 0.98739 -4.73214 -1.21628
C 0.00309 -3.77794 -1.06638
C 0.26139 -2.58984 -0.36998
O -0.69371 -1.70274 -0.18308
H 3.40729 0.52686 0.80952
H 3.67159 -0.51254 -0.61098
H 3.96409 -1.13894 0.99822
H 2.55359 4.34336 -2.41638
H 2.23629 2.63286 -2.87958
H 4.11159 1.08146 -2.99978
H 6.56549 0.74646 -3.04698
H 8.05659 2.50336 -2.18308
H 7.13269 4.62286 -1.33588
H 4.68959 4.96686 -1.29698
H 3.53509 -3.17594 0.36822
H 3.01769 -5.27484 -0.78098
H 0.77199 -5.65654 -1.72858
H -0.98821 -3.93044 -1.46638
*
```

Löwdin atomic charge list, values in e, 8 entries: 1.8941, 0.0034, 0.0192, 0.0506, -0.2845, -0.0215, -0.1005, 0.2108

***

Which of these has the lowest molar mass?
C34H27N2O3Sn